14
Properties=species:S:1:pos:R:3 method="wB97M-V/def2-TZVPD" lumo_energy_ev=0.628 smiles="C[C@@H](C=O)C(N)=O" homo_lumo_gap_ha=0.3886 largest_force_ev_per_a=0.472
C 0.42 0.81 -1.19
C 0.57 -0.11 0.01
C 1.11 0.61 1.23
O 1.72 1.65 1.16
C -0.56 -1.07 0.39
O -0.26 -2.09 0.99
N -1.83 -0.79 0.00
H -0.41 1.52 -1.09
H 1.33 1.42 -1.29
H 0.28 0.24 -2.12
H 1.33 -0.89 -0.17
H 0.97 0.08 2.19
H -2.14 0.10 -0.35
H -2.52 -1.49 0.23